No. 1
C32H48O24 | the ωB97M-V functional and the def2-TZVPD basis

```
! RIJCOSX wB97M-V def2-TZVPD def2/J DEFGRID3
* xyz 1 2
C -14.37 -6.57 -1.00
C -14.68 -7.92 -0.22
C -13.53 -8.96 -0.21
O -13.57 -9.52 1.03
C -14.15 -8.59 1.85
O -14.34 -8.81 3.04
O -14.66 -7.57 1.12
H -14.80 -6.59 -2.01
H -13.30 -6.42 -0.91
H -14.81 -5.73 -0.46
H -15.64 -8.42 -0.35
H -12.54 -8.51 -0.19
H -13.61 -9.78 -0.93
C -15.85 -11.16 8.84
C -16.48 -10.89 10.26
C -17.69 -9.96 10.21
O -18.63 -10.57 11.06
C -18.25 -11.85 11.28
O -18.96 -12.72 11.63
O -17.02 -12.08 10.72
H -16.66 -11.53 8.20
H -15.04 -11.88 8.74
H -15.51 -10.18 8.51
H -15.70 -10.76 11.02
H -18.17 -10.02 9.23
H -17.34 -8.92 10.24
C -23.08 -3.66 9.06
C -23.25 -2.42 8.16
C -22.39 -1.15 8.36
O -21.36 -1.17 7.45
C -21.65 -2.15 6.49
O -21.06 -2.31 5.41
O -22.79 -2.78 6.91
H -22.01 -3.79 9.23
H -23.40 -4.61 8.63
H -23.63 -3.49 9.99
H -24.31 -2.21 8.01
H -22.16 -0.88 9.39
H -22.95 -0.29 7.99
C -10.82 -6.91 3.02
C -11.92 -6.95 4.08
C -11.45 -6.44 5.39
O -12.58 -5.87 5.84
C -13.49 -5.55 4.84
O -14.60 -5.07 5.01
O -12.88 -5.93 3.71
H -9.98 -7.58 3.20
H -10.54 -5.86 2.93
H -11.32 -7.25 2.12
H -12.53 -7.85 4.13
H -10.49 -5.93 5.27
H -11.39 -7.37 5.95
C -17.55 -4.95 -0.43
C -18.85 -5.79 -0.59
C -19.69 -6.16 0.59
O -20.89 -6.33 0.01
C -20.95 -5.61 -1.11
O -21.99 -5.37 -1.74
O -19.75 -5.21 -1.47
H -17.69 -3.98 0.03
H -17.16 -4.57 -1.37
H -16.75 -5.33 0.20
H -18.65 -6.74 -1.09
H -19.58 -5.34 1.31
H -19.39 -7.07 1.12
C -19.22 -6.07 9.77
C -18.29 -4.92 9.56
C -18.12 -4.39 8.09
O -18.30 -3.03 8.33
C -18.95 -2.85 9.48
O -19.64 -1.84 9.71
O -18.77 -3.84 10.22
H -20.26 -5.75 9.78
H -18.93 -6.55 10.70
H -19.22 -6.85 9.02
H -17.32 -5.08 10.03
H -18.88 -4.92 7.51
H -17.15 -4.50 7.61
C -18.31 -4.83 4.69
C -18.36 -6.38 4.60
C -17.01 -7.05 4.34
O -16.94 -8.05 5.28
C -17.90 -7.90 6.24
O -18.08 -8.67 7.20
O -18.73 -6.90 5.85
H -19.26 -4.49 5.11
H -17.90 -4.41 3.77
H -17.53 -4.51 5.39
H -19.04 -6.77 3.84
H -16.19 -6.32 4.34
H -16.87 -7.55 3.39
C -17.09 -1.27 5.15
C -18.18 -0.85 4.13
C -18.83 0.52 4.43
O -18.95 1.10 3.12
C -18.35 0.29 2.19
O -18.38 0.66 1.04
O -17.71 -0.68 2.83
H -16.44 -2.09 4.85
H -17.54 -1.63 6.08
H -16.47 -0.41 5.42
H -18.81 -1.74 4.08
H -18.21 1.05 5.15
H -19.83 0.52 4.87
*
```

E_HOMO (alpha / beta) ... -12.200 / -12.200 eV
Kohn-Sham gap (alpha / beta) ... 9.61 / 2.16 eV
Lowest unoccupied orbital energy (alpha / beta) ... -0.0951 / -0.3690 hartree
Energy ... -3053.47509 hartree
Max |F| ... 5.5 eV Å⁻¹
Relative energy (zero: lowest compared OMol25 entry of this formula, charge and spin) ... 2.5756 eV

---

No. 2
C32H49ClNO3PSW | the ωB97M-V functional and the def2-TZVPD basis

```
! RIJCOSX wB97M-V def2-TZVPD def2/J DEFGRID3
* xyz 0 3
W -0.01 -0.23 0.72
P -0.07 0.53 -1.50
Cl 0.99 1.69 1.59
C -1.80 0.55 1.01
H -2.79 0.13 0.83
H -1.88 1.59 1.33
C 1.76 0.78 -1.59
C -0.91 2.18 -1.57
C 2.34 0.82 -3.03
H 1.94 1.77 -1.13
C 3.83 1.16 -2.95
H 2.19 -0.15 -3.53
H 1.81 1.57 -3.64
C 4.60 0.19 -2.03
H 4.26 1.14 -3.96
H 3.95 2.19 -2.57
C 3.96 0.03 -0.64
H 4.64 -0.79 -2.53
H 5.64 0.54 -1.94
C 2.45 -0.28 -0.72
H 4.47 -0.77 -0.10
H 4.11 0.95 -0.06
H 2.31 -1.28 -1.15
H 2.07 -0.27 0.36
C -0.72 -0.62 -2.77
C -2.43 2.03 -1.75
H -0.73 2.58 -0.56
C -3.11 3.40 -1.64
H -2.66 1.57 -2.73
H -2.85 1.36 -0.99
C -2.50 4.43 -2.60
H -4.18 3.29 -1.84
H -3.00 3.76 -0.61
C -0.98 4.53 -2.47
H -2.76 4.15 -3.63
H -2.95 5.41 -2.42
C -0.28 3.16 -2.57
H -0.58 5.19 -3.25
H -0.73 4.98 -1.50
H -0.37 2.77 -3.60
H 0.79 3.29 -2.38
C -0.01 -1.98 -2.79
H -1.76 -0.80 -2.43
C -0.77 -2.95 -3.72
H 1.03 -1.88 -3.11
H 0.02 -2.44 -1.79
C -0.95 -2.37 -5.12
H -0.22 -3.90 -3.77
H -1.75 -3.16 -3.28
C -1.57 -0.96 -5.10
H 0.02 -2.31 -5.62
H -1.59 -3.03 -5.72
C -0.81 0.00 -4.17
H -1.60 -0.54 -6.11
H -2.61 -1.02 -4.75
H 0.21 0.19 -4.56
H -1.32 0.97 -4.14
C 0.15 -2.31 0.82
C -1.30 -1.91 0.59
H 0.60 -2.74 -0.08
C -2.40 -2.38 1.54
H -1.58 -2.11 -0.45
C -1.93 -2.89 2.89
H -3.17 -1.62 1.67
H -2.89 -3.23 1.03
C -0.70 -3.79 2.78
H -1.72 -2.05 3.56
H -2.74 -3.47 3.35
C 0.50 -3.19 2.02
H -0.37 -4.09 3.78
H -1.00 -4.71 2.26
H 1.21 -2.69 2.69
H 1.06 -4.05 1.61
O 2.75 2.36 5.18
S 2.59 0.93 5.26
O 3.72 0.11 5.62
N 1.75 0.32 4.00
C 0.57 -0.20 4.32
O -0.14 -0.95 3.61
C 0.13 0.16 5.68
C -1.03 -0.25 6.36
C -1.04 -0.20 7.74
C 0.07 0.28 8.44
C 1.22 0.69 7.76
C 1.24 0.60 6.38
H -1.90 -0.61 5.79
H -1.91 -0.53 8.30
H 0.05 0.33 9.53
H 2.10 1.04 8.26
*
```

E_HOMO (alpha / beta) ... -7.815 / -7.946 eV
Kohn-Sham gap (alpha / beta) ... 7.13 / 5.40 eV
Lowest unoccupied orbital energy (alpha / beta) ... -0.0252 / -0.0935 hartree
Energy ... -2795.90939 hartree
Max |F| ... 4.0 eV Å⁻¹

---

No. 3
C32H49N3O2ReSbSe2Si3 | the ωB97M-V functional and the def2-TZVPD basis

```
! RIJCOSX wB97M-V def2-TZVPD def2/J DEFGRID3
* xyz 1 2
Re -0.20 -0.50 0.99
C -3.24 2.76 1.05
C -2.43 1.68 0.65
N -1.57 1.08 1.44
C -1.49 1.50 2.75
C -2.28 2.55 3.25
C -3.16 3.20 2.34
C -2.21 2.89 4.62
C -1.40 2.16 5.44
C -0.60 1.11 4.95
C -0.58 0.79 3.61
N 0.15 -0.20 2.96
C 1.23 -0.90 3.49
C 1.96 -0.63 4.62
C 3.02 -1.47 5.04
C 3.36 -2.58 4.34
C 2.69 -2.86 3.13
C 3.02 -3.97 2.31
C 2.37 -4.15 1.12
C 1.43 -3.19 0.72
N 1.10 -2.14 1.44
C 1.68 -2.00 2.68
H -3.91 3.21 0.34
H -2.48 1.30 -0.36
H -3.77 4.02 2.70
H -2.82 3.70 5.00
H -1.37 2.38 6.50
H -0.04 0.53 5.66
H 1.77 0.26 5.20
H 3.55 -1.21 5.95
H 4.15 -3.25 4.68
H 3.78 -4.66 2.64
H 2.59 -4.99 0.48
H 0.95 -3.27 -0.25
O 2.60 3.36 -1.62
C 2.39 4.35 -0.63
C 2.25 3.68 0.74
C 2.09 4.81 1.78
O 2.02 4.33 3.10
C 0.99 2.82 0.79
Se 1.24 1.07 -0.09
C 3.53 2.88 1.07
Se 3.31 0.93 1.08
H 2.87 3.78 -2.44
H 1.49 4.94 -0.84
H 3.24 5.04 -0.59
H 1.22 5.42 1.53
H 2.98 5.45 1.73
H 1.11 4.13 3.34
H 0.14 3.31 0.31
H 0.74 2.57 1.82
H 3.86 3.12 2.08
H 4.32 3.13 0.37
C -1.30 -4.80 -0.96
Si -2.29 -3.44 -1.78
C -2.66 -3.91 -3.55
C -3.90 -3.18 -0.85
Sb -0.98 -1.25 -1.57
Si -2.28 0.41 -3.06
C -1.45 2.08 -2.91
C -4.07 0.54 -2.50
C -2.27 -0.18 -4.84
Si 1.12 -1.48 -3.08
C 0.81 -2.79 -4.39
C 2.63 -1.97 -2.08
C 1.46 0.17 -3.90
H -1.87 -5.73 -0.97
H -1.07 -4.56 0.08
H -0.36 -4.98 -1.49
H -3.30 -4.80 -3.56
H -1.76 -4.14 -4.12
H -3.19 -3.11 -4.08
H -4.39 -4.15 -0.72
H -4.58 -2.53 -1.40
H -3.74 -2.76 0.14
H -1.21 2.33 -1.87
H -2.11 2.86 -3.29
H -0.52 2.12 -3.48
H -4.21 1.24 -1.68
H -4.50 -0.41 -2.20
H -4.67 0.91 -3.34
H -1.27 -0.44 -5.19
H -2.67 0.59 -5.49
H -2.91 -1.06 -4.95
H 0.69 -3.77 -3.94
H 1.67 -2.83 -5.06
H -0.07 -2.57 -4.99
H 2.61 -3.03 -1.82
H 2.76 -1.38 -1.17
H 3.51 -1.80 -2.71
H 0.66 0.48 -4.57
H 2.37 0.07 -4.49
H 1.62 0.96 -3.16
*
```

E_HOMO (alpha / beta) ... -9.142 / -9.096 eV
Kohn-Sham gap (alpha / beta) ... 6.20 / 6.21 eV
Lowest unoccupied orbital energy (alpha / beta) ... -0.1080 / -0.1061 hartree
Energy ... -7553.32385 hartree
Max |F| ... 0.2 eV Å⁻¹
Relative energy (zero: lowest compared OMol25 entry of this formula, charge and spin) ... 0.8095 eV

---

Q: Which formula does entry 1 have?
A: C32H48O24

---

What did the third record say?
C32H49N3O2ReSbSe2Si3 | the ωB97M-V functional and the def2-TZVPD basis

```
! RIJCOSX wB97M-V def2-TZVPD def2/J DEFGRID3
* xyz 1 2
Re -0.20 -0.50 0.99
C -3.24 2.76 1.05
C -2.43 1.68 0.65
N -1.57 1.08 1.44
C -1.49 1.50 2.75
C -2.28 2.55 3.25
C -3.16 3.20 2.34
C -2.21 2.89 4.62
C -1.40 2.16 5.44
C -0.60 1.11 4.95
C -0.58 0.79 3.61
N 0.15 -0.20 2.96
C 1.23 -0.90 3.49
C 1.96 -0.63 4.62
C 3.02 -1.47 5.04
C 3.36 -2.58 4.34
C 2.69 -2.86 3.13
C 3.02 -3.97 2.31
C 2.37 -4.15 1.12
C 1.43 -3.19 0.72
N 1.10 -2.14 1.44
C 1.68 -2.00 2.68
H -3.91 3.21 0.34
H -2.48 1.30 -0.36
H -3.77 4.02 2.70
H -2.82 3.70 5.00
H -1.37 2.38 6.50
H -0.04 0.53 5.66
H 1.77 0.26 5.20
H 3.55 -1.21 5.95
H 4.15 -3.25 4.68
H 3.78 -4.66 2.64
H 2.59 -4.99 0.48
H 0.95 -3.27 -0.25
O 2.60 3.36 -1.62
C 2.39 4.35 -0.63
C 2.25 3.68 0.74
C 2.09 4.81 1.78
O 2.02 4.33 3.10
C 0.99 2.82 0.79
Se 1.24 1.07 -0.09
C 3.53 2.88 1.07
Se 3.31 0.93 1.08
H 2.87 3.78 -2.44
H 1.49 4.94 -0.84
H 3.24 5.04 -0.59
H 1.22 5.42 1.53
H 2.98 5.45 1.73
H 1.11 4.13 3.34
H 0.14 3.31 0.31
H 0.74 2.57 1.82
H 3.86 3.12 2.08
H 4.32 3.13 0.37
C -1.30 -4.80 -0.96
Si -2.29 -3.44 -1.78
C -2.66 -3.91 -3.55
C -3.90 -3.18 -0.85
Sb -0.98 -1.25 -1.57
Si -2.28 0.41 -3.06
C -1.45 2.08 -2.91
C -4.07 0.54 -2.50
C -2.27 -0.18 -4.84
Si 1.12 -1.48 -3.08
C 0.81 -2.79 -4.39
C 2.63 -1.97 -2.08
C 1.46 0.17 -3.90
H -1.87 -5.73 -0.97
H -1.07 -4.56 0.08
H -0.36 -4.98 -1.49
H -3.30 -4.80 -3.56
H -1.76 -4.14 -4.12
H -3.19 -3.11 -4.08
H -4.39 -4.15 -0.72
H -4.58 -2.53 -1.40
H -3.74 -2.76 0.14
H -1.21 2.33 -1.87
H -2.11 2.86 -3.29
H -0.52 2.12 -3.48
H -4.21 1.24 -1.68
H -4.50 -0.41 -2.20
H -4.67 0.91 -3.34
H -1.27 -0.44 -5.19
H -2.67 0.59 -5.49
H -2.91 -1.06 -4.95
H 0.69 -3.77 -3.94
H 1.67 -2.83 -5.06
H -0.07 -2.57 -4.99
H 2.61 -3.03 -1.82
H 2.76 -1.38 -1.17
H 3.51 -1.80 -2.71
H 0.66 0.48 -4.57
H 2.37 0.07 -4.49
H 1.62 0.96 -3.16
*
```

E_HOMO (alpha / beta) ... -9.142 / -9.096 eV
Kohn-Sham gap (alpha / beta) ... 6.20 / 6.21 eV
Lowest unoccupied orbital energy (alpha / beta) ... -0.1080 / -0.1061 hartree
Energy ... -7553.32385 hartree
Max |F| ... 0.2 eV Å⁻¹
Relative energy (zero: lowest compared OMol25 entry of this formula, charge and spin) ... 0.8095 eV

---

Q: Look up the energy of the third one.
A: -7553.32385 hartree

---

Q: Which value of max |F| does entry 1 give?
A: 5.5 eV Å⁻¹